[1]
C6H7IN2O | ωB97M-V/def2-TZVPD

Last column: Mulliken spin population.
CARTESIAN COORDINATES (ANGSTROEM)
C  1.19138  -0.37646  0.40278  0.142
C  0.96080  0.43588  -0.68400  -0.101
C  -1.06388  0.22015  0.27916  0.228
C  -0.30750  -1.52525  1.92331  0.332
C  -2.40670  0.31360  0.69899  0.026
C  1.90938  0.69199  -1.80423  0.010
N  -0.34602  0.78676  -0.71236  0.207
N  0.03591  -0.67845  1.04320  -0.099
O  -2.88308  -0.24331  1.66441  0.214
I  -3.74986  1.48400  -0.66458  1.043
H  2.09283  -0.93573  0.54619  -0.002
H  -1.24818  -1.41497  2.50900  0.026
H  0.33172  -2.40376  2.29415  0.003
H  2.07589  1.75401  -2.06663  -0.008
H  1.39917  0.27573  -2.74589  -0.011
H  2.81267  0.08174  -1.48501  0.000
H  -0.80452  1.53408  -1.19848  -0.010

For the HOMO energy (spin up / spin down), the calculation gives -17.0 / -17.8 eV. The multiplicity is 3. The LUMO energy (spin up / spin down) comes out at -9.046 / -12.893 eV. Its charge is +2. Its total energy is -19441.137 eV. Its expectation value of S² is 2.0572. The calculation puts the gap between HOMO and LUMO (spin up / spin down) at 7.92 / 4.89 eV.

=====

[2]
C6H7INO2S | ωB97M-V/def2-TZVPD

Last column: Mulliken charge in e.
CARTESIAN COORDINATES (ANGSTROEM)
C  -1.39261  1.31705  0.59289  0.462
C  -2.85381  1.19568  0.23466  0.265
C  0.41929  1.58857  2.13813  -0.701
C  1.13063  0.05168  -0.50987  -0.359
C  1.30557  -2.22553  -1.55483  -1.015
C  0.50031  -1.21917  -0.70207  -0.137
N  -0.76369  1.66744  1.54128  -0.127
O  -3.30673  0.05982  0.40210  -0.679
O  -3.30001  2.25188  -0.10063  -0.606
S  1.92681  0.45221  0.81945  -0.192
I  1.22299  1.51635  -2.23131  -0.106
H  0.64792  2.40227  2.77087  0.408
H  0.46078  0.71413  2.74112  0.323
H  1.70022  -1.52487  -2.27574  0.260
H  0.52915  -2.79552  -1.94233  0.374
H  2.19141  -2.80617  -1.01694  0.211
H  0.04793  -1.51806  0.31779  0.338
H  -0.46615  -1.12776  -1.22458  0.282

For the HOMO energy (spin up / spin down), the calculation gives -4.1 / -4.1 eV. As for the energy relative to the best compared isomer or geometry (same formula, charge and spin): 189.81 kJ/mol. The multiplicity is 1. The LUMO energy (spin up / spin down) comes out at 2.766 / 2.766 eV. Its charge is -1. Its total energy is -30854.299 eV. The calculation puts the gap between HOMO and LUMO (spin up / spin down) at 6.89 / 6.89 eV.

=====

[3]
C6H7KMgO6 | ωB97M-V/def2-TZVPD

Last column: Mulliken charge in e.
CARTESIAN COORDINATES (ANGSTROEM)
Mg  2.06130  2.49934  -0.35447  1.454
O  0.45607  1.31233  -0.54118  -0.789
O  1.23210  -0.97549  -0.65502  -0.346
C  2.62642  -1.15759  -0.95114  -0.401
C  3.29965  -0.44403  0.21038  -0.225
O  2.34253  0.61057  0.49426  -0.576
C  1.07478  0.17153  0.02067  2.135
H  2.83069  -2.23101  -0.98257  0.335
H  2.86089  -0.69425  -1.91873  0.250
H  4.25775  0.01674  -0.04320  0.323
H  3.39080  -1.07423  1.10212  0.264
K  -7.48606  -0.18606  -1.10786  0.956
O  -4.46086  1.35455  -0.50860  -0.682
O  -2.45704  0.93477  0.36142  -0.316
C  -1.52719  0.01668  0.73245  -0.568
C  -0.13393  0.47746  0.78289  -0.728
O  -3.92769  -0.75329  -0.08329  -0.689
C  -3.68221  0.46296  -0.13711  0.657
H  -1.86233  -0.53096  1.62689  0.427
H  -0.00861  1.16726  1.62792  0.348
H  -0.88706  -0.97731  0.32418  0.170

For the HOMO energy (spin up / spin down), the calculation gives -12.9 / -12.9 eV. As for the energy relative to the best compared isomer or geometry (same formula, charge and spin): 124.02 kJ/mol. The multiplicity is 1. The LUMO energy (spin up / spin down) comes out at -10.726 / -10.725 eV. Its charge is +2. Its total energy is -40370.408 eV. The calculation puts the gap between HOMO and LUMO (spin up / spin down) at 2.15 / 2.15 eV.

=====

[4]
C6H7LiMgO6 | ωB97M-V/def2-TZVPD

Last column: Mulliken spin population.
CARTESIAN COORDINATES (ANGSTROEM)
Mg  -2.19391  2.50292  0.34410  -0.281
O  -0.71494  1.35658  -0.50895  0.173
O  1.40512  1.79382  0.48225  0.006
C  1.43252  3.01017  1.22807  -0.002
C  0.42668  2.73739  2.33564  -0.006
O  -0.51760  1.87605  1.68092  -0.008
C  0.12905  1.28210  0.54066  -0.089
H  2.45240  3.17116  1.59023  -0.001
H  1.12228  3.85116  0.59077  -0.001
H  -0.09782  3.63245  2.68515  -0.004
H  0.87376  2.20412  3.18491  -0.002
Li  1.57299  -2.83634  -4.62509  0.000
O  -0.10024  -2.01583  -3.76357  0.017
O  -0.09279  -1.54495  -1.57175  0.116
C  0.61207  -1.09716  -0.56428  0.662
C  -0.00770  -0.20244  0.40376  0.185
O  1.68580  -2.60503  -2.58262  0.001
C  0.59819  -2.05244  -2.75246  0.017
H  1.32744  -1.87198  -0.24629  0.023
H  -0.98957  -0.59949  0.70172  0.063
H  1.21609  -0.61321  0.76598  0.131

For the HOMO energy (spin up / spin down), the calculation gives -9.9 / -11.0 eV. As for the energy relative to the best compared isomer or geometry (same formula, charge and spin): 737.03 kJ/mol. The multiplicity is 2. The LUMO energy (spin up / spin down) comes out at -6.434 / -6.252 eV. Its charge is +1. Its total energy is -24259.168 eV. Its expectation value of S² is 0.9028. The calculation puts the gap between HOMO and LUMO (spin up / spin down) at 3.46 / 4.77 eV.

=====

Q: Which formula does entry 1 have?
A: C6H7IN2O